[1]
A structure of composition C20H33Cl2LuN2O4. Source: the Open Molecules 2025 dataset; level of theory: ωB97M-V with the def2-TZVPD basis set.

Element x y z (Å)
O 0.768 -2.558 -1.964
C 1.752 -2.900 -1.309
C 1.697 -3.447 0.059
C 0.502 -3.405 0.824
H -0.280 -2.676 0.585
C 0.318 -4.321 1.865
H -0.621 -4.324 2.425
C 1.337 -5.247 2.170
H 1.174 -6.026 2.910
C 2.592 -5.154 1.549
H 3.447 -5.750 1.885
C 2.759 -4.264 0.485
H 3.705 -4.177 -0.055
H 2.797 -2.794 -1.726
C 2.888 1.429 0.601
C 1.808 1.191 1.568
H 3.848 0.969 0.913
H 3.039 2.494 0.370
H 2.634 0.947 -0.374
C 1.806 0.523 2.702
C 2.666 0.633 3.937
H 1.056 -0.273 2.847
H 3.088 -0.352 4.142
H 2.039 0.904 4.799
H 3.471 1.366 3.846
Lu -0.227 1.581 0.709
Cl -1.369 -0.043 2.233
Cl 0.459 3.628 1.991
H -3.068 -3.680 -1.932
H -4.388 -2.196 -0.550
C -2.214 -3.363 -1.315
C -3.541 -1.622 -0.157
N -2.365 -1.959 -0.953
H -1.272 -3.504 -1.854
C -1.481 -1.018 -1.306
O -1.335 0.064 -0.696
H -3.736 -0.551 -0.229
H -0.876 -1.248 -2.200
H -2.207 -3.984 -0.406
H -3.385 -1.892 0.896
H 0.911 4.489 -3.764
H 0.762 2.405 -5.429
C 1.573 3.846 -3.170
C 1.389 1.885 -4.688
N 1.207 2.444 -3.361
H 1.485 4.097 -2.113
C 0.699 1.708 -2.386
O 0.539 2.168 -1.216
H 1.106 0.828 -4.649
H 0.428 0.671 -2.622
H 2.606 3.993 -3.512
H 2.440 1.968 -4.999
C -2.947 3.452 2.435
C -2.999 3.362 0.945
C -4.170 4.012 0.263
O -2.138 2.777 0.258
H -3.684 4.182 2.782
H -1.948 3.770 2.759
H -3.149 2.467 2.882
H -3.865 4.390 -0.720
H -4.968 3.264 0.130
H -4.561 4.823 0.889

Summary:
Net charge: 0
HOMO-LUMO gap (eV): 4.91

Atom charges from the Löwdin analysis, given in e for atoms 1 to 2: atom 1 (O): -0.016, atom 2 (C): -0.177

[2]
A cluster of 3 separate species, C4H12NO in total. Source: the Open Molecules 2025 dataset; level of theory: ωB97M-V with the def2-TZVPD basis set.

Element x y z (Å)
C -2.673 -0.208 0.584
C -1.315 -0.656 0.198
C -0.401 0.187 -0.387
C -0.608 1.428 -1.173
O 2.157 -0.162 -0.944
N 2.693 -0.889 1.432
H -2.922 0.694 0.038
H -2.705 0.029 1.653
H -3.408 -0.977 0.311
H -1.088 -1.686 0.445
H 0.657 -0.011 -0.220
H 0.350 1.924 -1.232
H -1.313 2.108 -0.696
H -0.998 1.226 -2.175
H 3.508 -0.536 1.943
H 2.804 -0.134 -1.670
H 2.747 -1.895 1.392
H 2.514 -0.444 0.501

Summary:
Net charge: +1
HOMO-LUMO gap (eV): 4.43

Atom charges from the Löwdin analysis, given in e for atoms 1 to 2: atom 1 (C): -0.024, atom 2 (C): 0.028

[3]
A cluster of 2 separate species, C11H17O6 in total. Source: the Open Molecules 2025 dataset; level of theory: ωB97M-V with the def2-TZVPD basis set.

Element x y z (Å)
O 2.250 -1.927 2.357
O 3.476 -1.891 2.502
C 1.215 2.802 1.662
C 2.057 1.580 1.320
C 2.213 1.345 -0.153
O 2.774 2.147 -0.884
C 1.779 -0.026 -0.745
C 0.344 -0.033 -1.131
C -0.156 1.055 -2.004
C -0.448 -1.218 -0.970
C -1.393 -1.418 0.252
O -0.146 -2.094 0.159
C -2.643 -2.217 0.088
C -3.650 -1.596 -0.879
C -1.390 -0.307 1.259
O -0.482 -0.017 2.017
O 2.662 -0.321 -1.831
H 1.214 2.940 2.746
H 1.644 3.687 1.182
H 0.181 2.664 1.330
H 3.080 1.708 1.707
H 1.632 0.677 1.767
H 1.924 -0.753 0.066
H -1.256 1.043 -2.022
H 0.175 2.041 -1.649
H 0.201 0.925 -3.042
H -0.812 -1.713 -1.891
H -2.381 -3.237 -0.221
H -3.084 -2.265 1.094
H -4.543 -2.224 -0.912
H -3.951 -0.589 -0.563
H -3.247 -1.536 -1.897
H -2.364 0.237 1.279
H 3.127 0.531 -1.991

Summary:
Net charge: 0
2S+1: 4
HOMO-LUMO gap (spin up / spin down) (eV): 8.54 / 9.23
⟨S²⟩: 3.764

Atom charges from the Löwdin analysis, given in e for atoms 1 to 2: atom 1 (O): 0.001, atom 2 (O): 0.015

[4]
The molecule C3H4ClOP. Source: the Open Molecules 2025 dataset; level of theory: ωB97M-V with the def2-TZVPD basis set.

Element x y z (Å)
C -0.580 0.304 -0.333
C -1.834 -0.181 0.324
C -1.257 -1.013 -0.496
O 0.643 0.217 0.486
P 1.963 1.158 0.474
Cl 3.024 0.153 -0.928
H -0.361 0.975 -1.078
H -2.709 -0.017 1.127
H 2.254 0.326 1.551
H -1.144 -1.921 -1.125

Summary:
SMILES string: ClPOC1C=C1
Net charge: 0
HOMO-LUMO gap (eV): 10.26

Atom charges from the Löwdin analysis, given in e for atoms 1 to 2: atom 1 (C): -0.320, atom 2 (C): 0.003

Calculated total energy values, unit eV, following the record order: -91113.072, -7866.350, -23960.850, -27031.738.
Energy above the lowest of the compared OMol25 structures with the same formula, charge and spin values, unit eV, following the record order: 0.000, 7.941, 0.000, 1.633.
M values, unit g mol⁻¹, following the record order: 611.367, 90.146, 245.251, 122.491.